No. 1
C28H44B3N11O3 as an isolated structure at a distorted geometry, computed with ωB97M-V/def2-TZVPD.

Each line ends with the Löwdin charge.
CARTESIAN COORDINATES (ANGSTROEM)
O -0.95500 2.40655 -4.12161  0.24
O -3.20737 2.02904 -3.52761  0.24
O -2.60392 4.16567 -4.25682  0.23
N 2.66035 3.35847 1.66561  0.17
N -0.94103 4.62772 1.81574  0.15
N 2.45792 -1.00812 -5.05034  0.17
N -2.39219 -4.28690 2.62885  0.14
N -0.45106 0.74182 0.95944  -0.10
N -4.98652 1.04197 3.85045  0.13
N 2.66603 -0.25978 -1.39752  0.17
N 2.33623 9.44692 2.24738  0.14
N -2.01537 -2.31223 -7.01871  0.14
N 3.16393 -11.98599 3.12508  0.12
N 1.78108 -6.76157 4.13532  0.15
C 1.84789 -0.77623 -5.99279  -0.24
C 0.04214 0.65108 -1.92320  -0.23
C -0.41556 -5.65862 1.65148  -0.07
C -1.53569 -4.91063 2.19542  -0.29
C 2.31571 -10.07061 4.66505  -0.09
C -0.00472 5.27238 1.96505  -0.27
C -5.52099 0.07125 3.55810  -0.29
C 0.54659 1.81520 -1.08915  -0.17
C -1.46100 0.71203 -2.20329  -0.03
C 1.36986 9.75901 2.77934  -0.29
C -1.60732 0.59470 1.63775  -0.13
C 1.19255 6.07647 2.12272  -0.10
C 0.25708 -0.40257 1.08361  -0.13
C 4.24568 -1.87571 -2.68057  -0.09
C 4.31959 1.73937 0.48963  -0.06
C -0.11092 1.98634 0.28305  -0.14
C 3.36597 -0.97773 -1.95351  -0.21
C 2.79011 -11.14159 3.80406  -0.29
C -1.70686 -0.65183 2.20730  -0.08
C -2.96400 0.05265 -6.50071  -0.04
C 1.40668 -5.91318 4.81036  -0.25
C 1.07429 -0.47796 -7.18745  -0.06
C 3.39550 2.63860 1.15904  -0.23
C -0.45274 -1.28874 1.84494  -0.10
C -6.18147 -1.16747 3.17939  -0.08
C -2.44337 -1.27330 -6.79056  -0.27
C 0.91112 -4.83735 5.65270  -0.05
C 0.14107 10.14786 3.45280  -0.07
B -1.85201 1.72141 -3.31320  -0.58
B -3.32869 3.39239 -3.36320  -0.33
B -1.36128 3.65650 -4.54670  -0.35
H 0.33996 -0.29916 -1.49903  0.07
H -0.23097 9.33698 4.07695  0.08
H 1.22422 -0.52749 0.63723  0.09
H 0.32342 2.72500 -1.64654  0.11
H 1.62249 1.78693 -0.98948  0.06
H 0.55181 0.71649 -2.88190  0.10
H 2.84099 -10.07851 5.61892  0.08
H -5.99512 -1.94520 3.91760  0.08
H 3.80322 0.88279 0.05862  0.03
H -4.05059 0.04748 -6.44447  0.09
H 4.83888 2.25298 -0.31844  0.09
H 0.11711 -5.07243 0.90395  0.09
H 1.70746 -0.47618 -8.07313  0.09
H 2.47165 -9.09712 4.20561  0.03
H 1.49645 6.51944 1.17594  0.08
H -0.97460 2.62777 0.23670  0.09
H 4.73821 -1.35214 -3.49767  0.07
H 5.07152 1.36637 1.18449  0.09
H -2.50141 -1.04487 2.80281  0.07
H -3.92918 3.85502 -2.45130  0.13
H 2.02061 5.48047 2.48575  0.04
H 1.42815 -4.82912 6.61043  0.08
H -7.25758 -1.02337 3.10032  0.08
H -0.60397 4.30306 -5.19511  0.11
H 0.59895 2.51805 0.90900  0.07
H -0.15467 -4.95578 5.83999  0.09
H 5.01204 -2.28262 -2.02302  0.08
H 0.28162 -5.90998 2.44830  0.03
H 0.28562 -1.21189 -7.34442  0.05
H -0.74743 -6.58154 1.17943  0.09
H -1.78027 -0.28292 -2.51955  0.13
H 3.68105 -2.70506 -3.10241  0.08
H -2.57178 0.40980 -5.55339  0.06
H -0.14524 -2.27255 2.13683  0.06
H 0.60582 0.50300 -7.11303  0.08
H -2.67208 0.76424 -7.27183  0.09
H 1.06421 -3.87140 5.17406  0.09
H -5.81265 -1.52094 2.21810  0.08
H 1.03096 6.88942 2.82864  0.05
H 1.25151 -10.17676 4.86839  0.08
H -2.33880 1.37430 1.71844  0.11
H -2.03196 0.92044 -1.30187  0.12
H 0.30765 11.01570 4.08810  0.08
H -0.63193 10.39969 2.72920  0.08

Computed properties:
- Gap between HOMO and LUMO: 7.8 eV
- HOMO: -7.470 eV
- Lowest unoccupied orbital energy: 0.0119 hartree

---

No. 2
C28H44BrNOP2Pd as an isolated structure at a distorted geometry, computed with ωB97M-V/def2-TZVPD.

Each line ends with the Löwdin charge.
CARTESIAN COORDINATES (ANGSTROEM)
Pd 0.02359 -0.00713 2.38560  0.63
Br 0.24300 -1.97727 4.36913  0.43
P -2.67128 -3.59147 -1.81682  0.96
P 1.89367 -0.91203 1.48585  0.90
O -0.02492 0.17304 4.58236  -0.50
N -1.06989 7.93823 -6.09104  0.04
C -1.12361 5.64961 -5.35003  -0.02
C 2.19424 -2.57135 2.25818  -0.51
C 0.75072 2.40846 0.90952  -0.12
C -0.56896 4.22285 -2.06812  0.05
C 1.78365 -1.18391 -0.33599  -0.37
C -1.24833 1.27525 0.11228  -0.12
C 1.29162 0.21413 6.54872  -0.04
C -0.81383 6.03864 -4.03417  -0.26
C -0.44106 3.27422 -1.04012  -0.26
C -3.14337 -1.77719 -3.97528  -0.18
C -0.63671 7.41149 -3.78352  -0.01
C 2.85783 -0.56020 -1.24319  -0.13
C -1.30842 -0.08136 6.54415  -0.05
C -1.24047 6.63853 -6.34164  -0.14
C -0.00460 0.04214 5.86550  -0.64
C 3.17119 -3.55211 1.61813  -0.14
C -0.68466 5.08060 -2.99700  0.06
C 4.77148 -0.50478 1.76533  -0.14
C -0.20276 -5.05458 -1.84014  -0.18
C 3.37546 0.14185 1.79316  -0.37
C -1.36970 2.22106 -0.90841  -0.03
C 0.61784 3.35011 -0.11481  -0.03
C -0.18176 1.37089 1.01452  -0.31
C -0.80269 -3.64760 -1.69144  -0.45
C -0.77557 8.32008 -4.84658  -0.14
C -4.57123 -3.74564 0.32996  -0.18
C -2.87942 -1.84459 -2.46357  -0.45
C -3.15549 -3.26872 -0.04008  -0.44
H 1.34696 4.16272 -0.20298  0.12
H -3.08553 -2.17971 0.08907  0.05
H -1.82382 -1.03003 6.31699  0.08
H -1.48047 6.35448 -7.36845  0.10
H 3.19918 0.58154 2.78796  0.08
H -0.49663 -3.18468 -0.73944  0.05
H -3.62151 -0.82519 -4.24193  0.06
H 3.41115 -4.36107 2.32576  0.08
H 2.46584 -2.34893 3.30997  0.01
H -0.42530 -3.00254 -2.49959  0.07
H -5.32466 -2.99683 0.05525  0.06
H -4.64934 -3.91726 1.41164  0.07
H 3.85710 -0.98648 -1.07405  0.06
H -2.21339 -1.84951 -4.55121  0.06
H 2.00965 -0.59502 6.32965  0.08
H 1.18938 -3.03524 2.32074  -0.01
H -0.64137 9.38941 -4.67012  0.10
H -2.40820 -3.72745 0.62426  0.07
H 5.54340 0.26702 1.91483  0.08
H -0.28140 -5.63362 -0.91164  0.07
H -0.71517 -5.61892 -2.62928  0.06
H -1.27230 4.59866 -5.60356  0.11
H 3.31339 0.96889 1.06725  0.06
H 4.88622 -1.23447 2.57601  0.07
H -4.82760 -4.68407 -0.17374  0.05
H 1.12659 0.25065 7.62212  0.08
H 4.99307 -1.00600 0.81349  0.05
H -1.15989 -0.01202 7.61721  0.07
H 0.79325 -0.79787 -0.62439  0.06
H -2.19793 2.14844 -1.62221  0.12
H -3.80354 -2.59113 -4.29765  0.06
H 1.72758 -2.27391 -0.48350  0.06
H 4.11488 -3.07466 1.33265  0.05
H -1.97577 0.47294 0.19499  0.08
H 1.74024 1.17048 6.22557  0.10
H 2.73937 -4.02390 0.72540  0.06
H 0.86328 -4.99604 -2.10430  0.06
H -3.73148 -1.41667 -1.91334  0.07
H -1.95733 0.75097 6.21939  0.10
H 2.60203 -0.73724 -2.30014  0.08
H 1.57530 2.48786 1.61168  0.08
H -0.39504 7.77191 -2.78223  0.11
H 2.92324 0.52744 -1.10443  0.07
H -1.98892 -1.25420 -2.19416  0.06

Computed properties:
- Gap between HOMO and LUMO: 6.2 eV
- HOMO: -6.689 eV
- Lowest unoccupied orbital energy: -0.0179 hartree